C21H27As2AuNO7 | ωB97M-V with the def2-TZVPD basis set

The geometry in XYZ format:
```
59
Properties=species:S:1:pos:R:3:forces:R:3:nbo_charge:R:1
Au 0.5098 1.1119 -0.9403 -0.0845 -0.8986 0.1743 1.28
C 3.9867 3.2788 -1.9771 0.0088 -0.0280 -0.1073 -0.62
C 3.0634 2.7796 -0.8900 0.5121 -0.2700 0.1696 0.14
C 3.7377 2.7535 0.4736 -0.2139 -0.1027 0.2144 -0.63
O 2.6173 1.4275 -1.2337 0.2108 -0.5109 -0.1431 -0.75
C 1.8412 3.6572 -0.8030 -0.2411 -1.1270 -0.0573 0.75
O 1.9558 4.8242 -0.6717 0.1628 1.8139 0.1952 -0.55
O 0.6491 3.0880 -0.8189 -1.0334 -0.2643 -0.3672 -0.73
H 4.9240 2.7303 -1.9550 0.1322 -0.0479 -0.0086 0.22
H 4.1825 4.3367 -1.8186 0.0341 0.0109 0.0378 0.26
H 3.5313 3.1537 -2.9559 -0.0645 0.0104 -0.0854 0.23
H 4.6575 2.1723 0.4311 0.0948 -0.0376 -0.0206 0.22
H 3.0798 2.3132 1.2353 0.0840 0.0972 -0.1725 0.21
H 3.9807 3.7714 0.7735 0.0215 -0.0113 -0.0296 0.26
H 3.2349 0.7589 -0.8961 -0.1635 0.1309 -0.0034 0.53
C -2.7388 0.0238 -2.1722 -0.0502 -0.1177 -0.5224 -0.96
As -1.9009 1.1250 -0.8638 0.2648 -0.5384 0.4230 1.25
C -2.7210 2.8380 -0.9384 0.0050 0.6074 -0.2957 -0.96
C -2.3963 0.3587 0.8341 -0.0383 -0.1182 -0.2030 -0.29
C -3.6544 -0.2320 0.9172 -0.2170 -0.0525 -0.2272 -0.22
C -4.0668 -0.8403 2.0947 -0.0028 0.1067 -0.2395 -0.18
C -3.2217 -0.8618 3.1867 0.4060 0.0695 0.1120 -0.17
C -1.9623 -0.2708 3.1058 -0.3632 -0.1130 -0.0342 -0.20
C -1.5457 0.3516 1.9318 0.3293 0.1824 0.7501 -0.36
As 0.1952 1.2095 1.8491 0.4883 0.2997 -0.7585 0.82
C 1.1610 0.6577 3.4003 -0.1816 -0.0455 0.6716 -0.95
C -0.1996 3.0750 2.2739 -0.3533 -0.2480 0.3777 -0.94
H -3.8253 0.1629 -2.0967 0.3033 -0.0853 -0.0602 0.25
H -2.4553 -1.0167 -1.9979 -0.0744 0.1708 -0.0059 0.28
H -2.3947 0.3365 -3.1652 -0.1403 -0.0940 0.2166 0.27
H -3.7044 2.7528 -0.4565 0.3029 0.0421 -0.1182 0.26
H -2.8308 3.1266 -1.9908 -0.0053 -0.0098 0.2740 0.26
H -2.0903 3.5748 -0.4321 -0.1929 -0.1279 -0.0612 0.28
H -4.3285 -0.2332 0.0606 0.1436 -0.0189 0.2012 0.22
H -5.0397 -1.3027 2.1466 -0.1067 -0.0209 0.0018 0.23
H -3.5339 -1.3382 4.1053 -0.0034 -0.0215 0.0314 0.23
H -1.3119 -0.2994 3.9714 -0.0037 0.0373 -0.0323 0.22
H 0.6828 1.0812 4.2913 0.2217 -0.2318 -0.0201 0.23
H 2.1771 1.0542 3.3146 -0.1783 -0.1141 0.0222 0.25
H 1.1918 -0.4319 3.4419 0.0806 0.1232 0.0533 0.26
H -0.8768 3.1046 3.1326 0.1134 0.2039 -0.1073 0.23
H -0.6477 3.5641 1.4108 0.0283 0.0061 0.0784 0.24
H 0.7351 3.5844 2.5168 -0.0670 -0.0565 -0.0348 0.25
O 1.4753 -1.5243 0.6177 2.3060 1.3789 3.5336 -0.62
C 0.8491 -1.7949 -0.3298 -1.4629 -0.9722 -2.3758 0.78
O 0.2969 -0.9353 -1.1549 -0.6378 1.3736 -0.9635 -0.77
C 0.6306 -3.2144 -0.7189 -0.3981 -0.3764 -0.5647 -0.17
C 0.9559 -4.2295 0.1774 -0.0345 0.0107 -0.1490 -0.13
C 0.7601 -5.5580 -0.1701 -0.0405 0.0210 -0.1299 -0.21
C 0.2454 -5.8862 -1.4187 0.1017 0.0744 0.2932 -0.19
C -0.0615 -4.8570 -2.2832 -0.0674 -0.1197 -0.1239 0.08
C 0.1137 -3.5308 -1.9720 0.0474 0.2385 0.2788 -0.19
N -0.6100 -5.1874 -3.6150 0.5865 0.2318 1.1559 0.53
O -0.7868 -6.3392 -3.8622 -0.2930 -1.6126 -0.3609 -0.36
O -0.8264 -4.2743 -4.3534 -0.3986 1.3031 -1.0961 -0.38
H 1.3641 -3.9663 1.1400 0.0414 0.0398 0.0998 0.24
H 1.0095 -6.3431 0.5271 0.0233 -0.0396 0.0527 0.23
H 0.0826 -6.9083 -1.7213 -0.0024 -0.0524 -0.0108 0.26
H -0.1461 -2.7627 -2.6881 0.0596 -0.0991 0.0717 0.26
```
Forces are in eV/Å.

Calculated values
HOMO level ... -11.2 eV
Spin multiplicity ... 1
Net charge ... +1
ΔE to the lowest compared entry with this formula, charge and spin ... 0.212 eV
Total energy ... -163397.4158 eV